# 1
{"formula": "C29H24F3NO4PbS2", "method": "ωB97M-V/def2-TZVPD", "total_charge": -2, "gap_ha": 0.1575, "de_lowest_kcal_mol": 43.5, "e_lumo_ev": 3.26, "species": ["Pb", "S", "S", "F", "F", "F", "O", "O", "O", "O", "N", "C", "C", "C", "C", "C", "C", "C", "C", "C", "C", "C", "C", "C", "C", "C", "C", "C", "C", "C", "C", "C", "C", "C", "C", "C", "C", "C", "C", "C", "H", "H", "H", "H", "H", "H", "H", "H", "H", "H", "H", "H", "H", "H", "H", "H", "H", "H", "H", "H", "H", "H", "H", "H"], "coordinates": [[-1.117, 0.385, -1.752], [-3.010, 3.283, -0.216], [0.187, 0.542, -4.475], [-6.070, -1.962, 2.407], [-4.722, -3.139, 3.777], [-5.452, -4.070, 1.825], [0.100, 2.006, -0.564], [0.889, -0.688, -1.670], [2.147, -2.562, -1.894], [0.283, 2.851, 1.558], [-1.702, -1.248, 0.058], [3.800, 0.549, 1.518], [4.441, 1.665, 0.783], [2.212, 0.088, 3.243], [0.030, 2.896, 0.364], [-2.201, 5.821, -0.966], [0.195, -3.534, -3.717], [-1.199, 6.787, -1.090], [-1.257, -2.998, -5.548], [-1.835, 4.469, -0.432], [0.415, 5.291, -0.105], [3.058, -3.244, 1.502], [1.214, -1.803, -2.263], [0.491, -2.120, -3.509], [-0.493, 4.264, -0.098], [-0.679, -3.965, -4.694], [-2.250, -2.502, -0.129], [0.032, -1.184, -4.429], [-0.918, -1.682, -5.387], [3.042, -1.747, 1.768], [3.050, 0.957, 2.594], [1.204, 0.500, 4.302], [3.874, -0.804, 1.115], [-2.216, -0.598, 1.124], [-3.833, -2.362, 1.696], [-3.311, -3.022, 0.551], [2.267, -1.283, 2.885], [-3.225, -1.081, 1.967], [-5.018, -2.882, 2.417], [0.050, 6.568, -0.454], [-3.564, -4.055, 0.167], [0.664, 1.358, 4.022], [-1.741, 0.392, 1.243], [2.637, -3.774, 2.329], [4.315, -1.004, 0.169], [-3.633, -0.435, 2.784], [-1.419, 7.751, -1.523], [0.628, -4.263, -3.037], [-3.224, 5.993, -1.270], [4.080, -3.525, 1.275], [-1.958, -3.292, -6.339], [0.489, -0.329, 4.310], [5.541, 1.734, 0.904], [1.429, 5.068, 0.201], [3.019, 2.074, 2.779], [-1.459, -0.932, -5.991], [4.236, 1.473, -0.311], [-1.742, -3.097, -0.897], [0.685, 7.441, -0.474], [-0.982, -5.066, -4.777], [4.079, 2.651, 1.086], [1.660, 0.753, 5.303], [1.456, -1.966, 3.314], [2.329, -3.390, 0.669]], "nbo_charge": [1.4561, -0.4911, -0.4098, -0.3235, -0.3368, -0.3290, -0.8692, -0.8395, -0.7076, -0.6946, -0.4583, 0.0032, -0.6258, 0.1002, 0.8278, -0.2500, -0.1743, -0.2373, -0.2420, -0.1552, -0.1955, -0.6440, 0.7733, -0.2325, -0.1783, -0.2848, 0.0297, -0.1442, -0.2326, 0.0321, -0.2519, -0.6471, -0.2429, 0.0418, -0.1316, -0.2319, -0.2786, -0.1956, 0.9789, -0.2953, 0.2388, 0.2423, 0.2653, 0.1954, 0.2175, 0.2459, 0.1783, 0.2183, 0.1986, 0.2099, 0.1919, 0.1998, 0.1928, 0.1993, 0.2085, 0.2130, 0.2326, 0.2212, 0.1797, 0.1887, 0.2172, 0.1953, 0.1830, 0.2545]}

---

# 2
{"formula": "C37H37FIrN5OS", "method": "ωB97M-V/def2-TZVPD", "total_charge": 1, "gap_ha": [0.1578, 0.1591], "multiplicity": 2, "de_lowest_kcal_mol": 0.8, "e_lumo_ev": [-5.19, -5.15], "species": ["Ir", "S", "F", "O", "N", "N", "N", "N", "N", "C", "C", "C", "C", "C", "C", "C", "C", "C", "C", "C", "C", "C", "C", "C", "C", "C", "C", "C", "C", "C", "C", "C", "C", "C", "C", "C", "C", "C", "C", "C", "C", "C", "C", "C", "C", "C", "H", "H", "H", "H", "H", "H", "H", "H", "H", "H", "H", "H", "H", "H", "H", "H", "H", "H", "H", "H", "H", "H", "H", "H", "H", "H", "H", "H", "H", "H", "H", "H", "H", "H", "H", "H", "H"], "coordinates": [[0.216, -0.179, 0.218], [-1.862, 1.478, 2.918], [-7.421, 1.237, -2.569], [0.183, 0.889, -1.781], [0.173, 1.388, 4.588], [-0.215, -0.955, 2.037], [0.064, -0.400, 3.223], [2.164, -1.395, -0.480], [-0.626, -2.122, -0.302], [2.628, -1.340, -1.734], [0.183, 4.972, 0.476], [1.101, 2.739, 0.821], [5.113, 1.330, 0.970], [-1.808, 5.456, -0.767], [4.299, -0.148, 2.666], [3.806, 1.627, 0.612], [-0.453, 0.771, 3.565], [2.300, -2.534, 0.207], [-0.966, -4.268, 0.704], [-4.738, -0.820, -1.463], [-0.824, -2.880, 3.394], [3.186, -3.671, -1.683], [-4.824, 1.248, -0.136], [-0.736, -2.892, 0.808], [-6.378, 0.839, -1.873], [-1.107, 3.174, -0.414], [-3.164, -0.431, 0.366], [-0.719, 5.891, -0.032], [-0.946, -4.060, -1.672], [-1.061, -4.857, -0.537], [-0.584, -2.213, 2.080], [-1.992, 4.094, -0.956], [2.765, 0.025, -2.354], [5.367, 0.441, 2.004], [2.718, 1.047, 1.272], [0.022, 3.594, 0.295], [2.993, 0.144, 2.300], [-5.905, 1.671, -0.861], [-4.215, -0.010, -0.412], [-0.735, -2.709, -1.499], [1.327, 1.406, 0.850], [2.807, -3.692, -0.347], [0.379, 0.463, -3.136], [1.850, 0.353, -3.530], [3.114, -2.475, -2.374], [-5.812, -0.400, -2.193], [-0.289, 2.156, 5.037], [0.947, 0.934, 5.041], [-6.237, -0.989, -2.994], [3.619, 2.319, -0.202], [-6.395, 2.616, -0.671], [2.909, -4.582, 0.258], [1.045, 5.322, 1.032], [-2.778, 0.195, 1.183], [1.942, -0.397, -4.319], [-4.417, 1.855, 0.663], [-0.567, 6.949, 0.136], [2.187, 1.301, -3.953], [4.483, -0.837, 3.481], [3.467, -2.402, -3.395], [3.797, 0.116, -2.698], [-2.835, 3.750, -1.537], [3.571, -4.562, -2.161], [1.985, -2.500, 1.244], [2.630, 0.756, -1.559], [-0.129, -0.492, -3.219], [-0.136, 1.164, -3.796], [1.901, 3.345, 1.245], [2.173, -0.309, 2.843], [0.124, -3.141, 3.872], [-1.425, -3.780, 3.289], [-2.736, -1.412, 0.225], [-4.273, -1.776, -1.670], [-1.210, -5.924, -0.630], [-1.335, -2.193, 4.065], [-2.500, 6.170, -1.195], [-0.648, -2.057, -2.354], [-1.039, -4.866, 1.599], [5.935, 1.800, 0.445], [-1.023, -4.477, -2.665], [6.385, 0.217, 2.295], [0.507, 1.795, -1.664], [-1.295, 2.115, -0.537]], "lowdin_charge": [1.2178, 0.5822, 0.1464, -0.2132, 0.0882, -0.1424, -0.0519, 0.0540, -0.0677, -0.2529, -0.0353, -0.0978, -0.0784, -0.0928, -0.0817, -0.0702, -0.9237, -0.1261, 0.0076, 0.0260, -0.0083, -0.0407, 0.0421, -0.2549, -0.2229, -0.0847, 0.2002, -0.0761, -0.0392, -0.0372, -0.2814, -0.0909, -0.1261, -0.0919, -0.2713, -0.2269, -0.0684, 0.0424, -0.2479, -0.1191, -0.2775, -0.0380, -0.1889, -0.1444, -0.0052, 0.0342, 0.0821, 0.1018, 0.1348, 0.1099, 0.1386, 0.1138, 0.1133, -0.0531, 0.1192, 0.1347, 0.1066, 0.1204, 0.1020, 0.1230, 0.1350, 0.0920, 0.1155, 0.1100, 0.0828, 0.0897, 0.1309, 0.1080, 0.0718, 0.0999, 0.0714, 0.0635, 0.1290, 0.1189, 0.0884, 0.1020, 0.0918, 0.1129, 0.1032, 0.1135, 0.1011, 0.0911, 0.0653]}

---

# 3
{"formula": "C20H28F5MgN6OSb2Te", "method": "ωB97M-V/def2-TZVPD", "total_charge": 1, "gap_ha": 0.3035, "de_lowest_kcal_mol": 18.9, "e_lumo_ev": -2.73, "species": ["Te", "Sb", "Sb", "Mg", "F", "F", "F", "F", "F", "O", "N", "N", "N", "N", "N", "N", "C", "C", "C", "C", "C", "C", "C", "C", "C", "C", "C", "C", "C", "C", "C", "C", "C", "C", "C", "C", "H", "H", "H", "H", "H", "H", "H", "H", "H", "H", "H", "H", "H", "H", "H", "H", "H", "H", "H", "H", "H", "H", "H", "H", "H", "H", "H", "H"], "coordinates": [[-1.894, 0.227, -2.888], [0.000, -0.920, 2.150], [2.454, -0.117, -1.055], [-0.361, -0.457, -0.591], [-2.198, 1.475, -4.259], [-0.165, 1.155, -3.049], [-0.082, -1.164, -2.292], [-1.514, -0.889, -4.318], [-3.709, -0.275, -3.414], [-2.919, -0.445, 0.598], [-1.597, 1.312, -0.029], [-4.573, 2.552, -2.440], [-3.849, 1.143, -0.758], [-2.415, 2.789, -1.722], [-2.156, -1.959, -0.922], [-0.356, 3.103, -0.802], [2.872, -0.169, 2.890], [3.675, -0.056, 1.744], [-0.224, 1.038, 2.971], [4.567, 1.018, 1.655], [2.975, 0.813, 3.880], [2.918, -1.650, -2.459], [-2.813, 0.741, -0.084], [-3.602, 2.169, -1.639], [-1.346, -1.856, 3.516], [-1.481, 2.408, -0.857], [4.647, 1.987, 2.638], [3.831, 1.892, 3.757], [-3.602, -3.307, -2.247], [-4.526, -1.862, -0.569], [3.855, 1.307, -1.813], [3.590, -0.997, 0.579], [1.905, -1.300, 3.121], [-3.235, -1.485, -0.303], [-4.704, -2.794, -1.580], [-2.340, -2.879, -1.884], [-1.113, -1.507, 4.520], [2.427, -1.417, -3.402], [-1.249, -2.939, 3.473], [-2.363, -1.571, 3.252], [-5.424, 2.014, -2.462], [2.371, 0.714, 4.775], [3.099, -1.939, 0.821], [-0.035, 0.989, 4.042], [-0.196, 3.787, -1.524], [2.278, -2.262, 2.775], [1.672, -1.382, 4.182], [-3.719, -4.002, -3.066], [4.847, 0.858, -1.808], [4.580, -1.214, 0.178], [-5.703, -3.094, -1.867], [-1.449, -3.239, -2.378], [2.539, -2.603, -2.095], [3.996, -1.698, -2.596], [-4.344, 3.165, -3.207], [-1.238, 1.393, 2.799], [5.219, 1.075, 0.791], [0.487, 1.727, 2.518], [-5.351, -1.402, -0.046], [3.565, 1.533, -2.838], [3.877, 2.641, 4.536], [3.852, 2.219, -1.221], [5.345, 2.808, 2.535], [0.403, 2.800, -0.216]], "nbo_charge": [2.5371, 0.8791, 0.9358, 1.5618, -0.6346, -0.7023, -0.8411, -0.6095, -0.6993, -0.5188, -0.7760, -0.7056, -0.5721, -0.5695, -0.6029, -0.7261, -0.0596, -0.0504, -0.9685, -0.2088, -0.1951, -0.9605, 0.7202, 0.5964, -0.9569, 0.6173, -0.2019, -0.2119, -0.2249, -0.2510, -0.9610, -0.7486, -0.7179, 0.4790, -0.1034, 0.0542, 0.2391, 0.2537, 0.2412, 0.2402, 0.4297, 0.2093, 0.2281, 0.2371, 0.4352, 0.2385, 0.2414, 0.2493, 0.2368, 0.2457, 0.2418, 0.2438, 0.2341, 0.2312, 0.4354, 0.2350, 0.2116, 0.2344, 0.2562, 0.2482, 0.2247, 0.2353, 0.2243, 0.4159]}